# 1
6
Properties=species:S:1:pos:R:3 method="wB97M-V/def2-TZVPD" orbital_gap_ev="7.485 / 9.366" lumo_energy_ev="-0.81 / -0.71" mol_weight_g_mol=62.01 largest_force_ev_per_a=3.40
P 0.414 -0.593 -0.753
N -0.992 0.107 -0.125
N 0.157 1.039 -0.336
H -0.014 1.499 -1.187
H 1.257 -1.770 1.476
H -0.822 -0.282 0.924

=====

# 2
131
Properties=species:S:1:pos:R:3 method="wB97M-V/def2-TZVPD" orbital_gap_ev="3.773 / 6.945" lumo_energy_ev="1.09 / 2.17" multiplicity=6 mol_weight_g_mol=1105.99 largest_force_ev_per_a=2.34 charge=-1
Te -0.499 0.909 -0.991
Mn 1.209 -0.696 -0.294
S 2.211 -0.512 7.171
P -1.398 -2.731 -0.193
Si -1.517 4.754 -1.687
Si -4.098 2.064 -1.431
Si -2.059 2.784 -0.564
Si -2.512 3.128 1.687
O -1.438 -2.989 -1.761
O -1.350 -4.251 0.313
O 0.018 -2.186 0.063
O -2.549 -1.992 0.355
N 1.283 -0.546 1.817
N 3.034 -0.206 -0.693
N 3.229 2.618 0.228
N 2.371 -2.958 -1.404
N 3.340 1.798 1.291
N -0.380 -0.364 6.580
N 1.692 -1.965 -2.036
C 2.369 -0.594 2.633
C 5.511 3.839 -3.941
C 0.917 -0.455 6.072
C 4.954 1.434 -3.388
C -2.079 -4.420 -3.522
C 3.660 2.174 -1.049
C -3.785 -3.818 -1.810
C -0.576 6.011 -0.669
C 1.335 -3.917 -3.086
C 2.911 3.886 0.596
C 2.172 -4.141 -2.020
C 4.366 0.487 -2.568
C -2.916 -2.068 -3.386
C 5.601 -2.154 1.119
C -2.573 -3.322 -2.596
C 2.300 -0.561 3.994
C -1.391 -4.677 1.706
C -4.636 0.457 -0.635
C 1.041 -0.456 4.659
C -2.842 -5.004 2.030
C 4.967 -1.114 0.476
C -3.093 5.658 -2.167
C 5.666 -4.561 1.913
C 3.680 0.821 -1.396
C -0.086 -0.366 3.776
C 3.774 -1.302 -0.243
C -1.088 3.705 2.734
C 2.800 3.886 1.958
C 1.060 -2.544 -3.042
C -0.860 -3.626 2.678
C -3.173 1.529 2.395
C 0.078 -0.429 2.420
C 3.957 -3.665 0.304
C -0.523 -5.920 1.757
C 3.350 -2.630 -0.402
C -3.832 4.460 1.858
C -0.559 4.395 -3.248
C 3.073 2.550 2.336
C 4.241 3.124 -1.887
C 5.066 -3.446 1.095
C 4.881 2.785 -3.065
C -3.922 1.885 -3.292
C -5.531 3.251 -1.166
H 6.500 -1.957 1.694
H 3.206 -0.609 4.583
H 2.552 4.719 2.595
H 6.461 3.491 -4.349
H -0.201 5.321 -3.712
H -2.841 6.615 -2.639
H -0.268 2.980 2.727
H 5.136 -4.669 2.862
H 6.714 -4.361 2.142
H 0.458 5.714 -0.513
H 0.960 -4.646 -3.787
H -3.458 -4.116 1.868
H 4.393 -0.561 -2.845
H 2.767 4.672 -0.127
H -1.431 3.823 3.767
H 0.437 -1.946 -3.689
H 0.177 -3.365 2.455
H -1.036 6.139 0.320
H 5.697 4.757 -3.383
H -4.687 1.212 -3.698
H 3.553 -4.669 0.233
H -5.820 3.305 -0.112
H -1.093 -0.231 4.153
H -1.785 -5.298 -2.940
H -1.104 -0.823 6.047
H -3.933 4.739 2.913
H -3.756 -2.254 -4.062
H 5.452 1.122 -4.301
H 5.351 -0.104 0.551
H -0.409 -0.573 7.564
H -0.860 -6.645 1.011
H -2.936 1.485 -3.563
H -0.590 6.981 -1.180
H -2.619 0.665 2.006
H -2.938 -5.322 3.071
H -3.710 5.866 -1.283
H -4.034 2.863 -3.776
H -1.452 -2.712 2.625
H 5.606 -5.516 1.389
H 4.251 4.161 -1.575
H 3.094 2.107 3.324
H -2.871 -4.702 -4.219
H -3.565 5.365 1.293
H -3.174 -1.264 -2.700
H 3.327 -0.644 2.142
H -4.225 1.383 2.120
H -3.538 -4.722 -1.249
H 4.865 4.091 -4.786
H -3.791 -0.102 -0.209
H -3.704 5.078 -2.869
H -0.782 -0.391 1.763
H -5.332 0.672 0.184
H -2.051 -1.742 -3.972
H -3.206 -5.806 1.380
H -4.808 4.122 1.498
H -5.146 -0.191 -1.355
H 0.302 3.751 -3.030
H -5.311 4.269 -1.505
H -4.131 -3.057 -1.106
H -3.094 1.526 3.488
H -4.587 -4.045 -2.515
H -1.188 3.862 -3.972
H -0.913 -4.015 3.696
H -6.393 2.880 -1.734
H -0.697 4.667 2.384
H 2.635 -5.047 -1.668
H 0.516 -5.657 1.543
H -1.216 -4.075 -4.096
H -0.575 -6.379 2.748